Record 1
{"formula": "CH5N2S", "method": "ωB97M-V with the def2-TZVPD basis set", "elements": ["N", "C", "N", "S", "H", "H", "H", "H", "H"], "positions_angstrom": [[0.997, -0.721, -0.475], [0.599, 0.487, -0.447], [-1.000, 0.791, -0.087], [-2.038, -0.488, 0.002], [1.971, -1.045, -0.501], [0.368, -1.444, -0.387], [1.320, 1.250, -0.580], [-1.085, 1.686, -0.518], [-2.188, -0.405, 1.444]], "forces_ev_per_a": [[2.05, 1.17, -0.03], [-5.23, -0.61, 1.54], [7.44, -0.42, -1.39], [-0.79, -0.09, 2.01], [-0.30, 0.70, -0.24], [-2.26, -2.08, 0.42], [0.22, 1.21, -0.05], [-1.28, 0.47, -0.21], [0.15, -0.35, -2.05]], "mol_weight_g_mol": 77.132, "de_lowest_ev": 1.847, "charge": 1, "lumo_energy_ha": -0.18702, "smiles": "[NH2+]=CNS", "homo_energy_ev": -14.7}

***

Record 2
{"formula": "CH5N2Si", "method": "ωB97M-V with the def2-TZVPD basis set", "elements": ["C", "N", "N", "Si", "H", "H", "H", "H", "H"], "positions_angstrom": [[-0.747, 1.265, -0.312], [2.447, -0.100, 0.116], [1.490, -0.661, 0.142], [-0.222, -1.064, 0.413], [-0.696, 0.983, -1.387], [-1.746, 1.593, 0.111], [0.047, 1.856, 0.013], [-0.474, -1.903, -0.714], [-0.099, -1.970, 1.618]], "forces_ev_per_a": [[-1.88, -3.09, 0.21], [-2.00, -1.56, -0.11], [4.39, 2.05, -0.11], [-2.61, 1.72, 0.30], [-0.32, 0.36, 0.85], [1.28, -0.74, -0.72], [1.34, 0.73, 0.66], [-0.12, -0.41, -0.76], [-0.10, 0.94, -0.32]], "mol_weight_g_mol": 73.151, "de_lowest_ev": 1.809, "charge": 1, "lumo_energy_ha": -0.22537, "homo_energy_ev": -15.4}

***

Record 3
{"formula": "CH5N3", "method": "ωB97M-V with the def2-TZVPD basis set", "elements": ["N", "C", "N", "N", "H", "H", "H", "H", "H"], "positions_angstrom": [[-0.996, 0.860, -0.934], [-0.366, -0.006, -0.259], [0.555, -1.062, -0.664], [-0.189, 0.108, 1.192], [-1.701, 1.341, -0.362], [1.466, -0.840, -0.179], [0.592, -0.807, -1.724], [0.560, -0.612, 1.487], [0.080, 1.019, 1.443]], "forces_ev_per_a": [[-0.57, -1.41, -0.60], [2.41, 0.44, 3.41], [-0.77, 2.90, -2.90], [0.56, -3.25, -0.87], [0.68, -0.02, -0.11], [-1.25, -0.40, -1.26], [0.64, -1.30, 2.15], [-1.94, 1.80, -0.22], [0.24, 1.23, 0.41]], "mol_weight_g_mol": 59.072, "de_lowest_ev": 1.260, "lumo_energy_ha": 0.02772, "smiles": "N=C(N)N", "homo_energy_ev": -9.7}

***

Record 4
{"formula": "CH5N3", "method": "ωB97M-V with the def2-TZVPD basis set", "elements": ["H", "N", "C", "N", "N", "H", "H", "H", "H"], "positions_angstrom": [[-2.398, -0.485, 0.059], [-1.394, -0.620, 0.034], [-0.709, 0.429, -0.144], [0.625, 0.480, -0.340], [1.358, -0.629, 0.021], [-0.850, 1.487, 0.357], [0.553, 1.592, 0.187], [0.843, -1.326, 0.554], [1.973, -0.929, -0.727]], "forces_ev_per_a": [[0.10, 0.28, 0.44], [0.01, -0.22, -0.93], [-1.83, 0.54, 2.29], [0.16, 3.47, 1.13], [0.89, 0.78, 0.05], [-1.98, -1.11, -1.68], [3.10, -3.73, -1.12], [0.00, 0.22, -0.53], [-0.44, -0.23, 0.34]], "mol_weight_g_mol": 59.072, "de_lowest_ev": 3.956, "lumo_energy_ha": 0.03318, "smiles": "[H]/N=C/NN", "homo_energy_ev": -8.9}

***

Record 5
{"formula": "CH5N3O", "method": "ωB97M-V with the def2-TZVPD basis set", "elements": ["N", "N", "C", "N", "O", "H", "H", "H", "H", "H"], "positions_angstrom": [[2.363, 0.040, -0.029], [0.945, -0.488, 0.188], [-0.012, 0.349, -0.156], [-1.171, -0.365, -0.512], [-2.055, 0.255, 0.448], [2.761, -0.118, 1.004], [2.610, 1.226, -0.250], [0.157, 1.389, -0.711], [-1.244, -1.256, -0.151], [-2.733, 0.312, -0.076]], "forces_ev_per_a": [[0.27, 1.89, 3.11], [1.13, 4.34, -1.11], [3.84, -2.32, -2.87], [-0.51, 3.66, 0.86], [3.96, -0.25, 3.80], [-0.73, 0.52, -3.03], [-1.88, -4.15, 0.95], [-0.51, -2.08, 1.77], [1.23, -2.73, 0.46], [-6.79, 1.12, -3.93]], "mol_weight_g_mol": 75.071, "de_lowest_ev": 5.203, "lumo_energy_ha": 0.03398, "smiles": "N/N=C/NO", "homo_energy_ev": -9.2}

***

Record 6
{"formula": "CH5N3O", "method": "ωB97M-V with the def2-TZVPD basis set", "elements": ["C", "N", "N", "N", "O", "H", "H", "H", "H", "H"], "positions_angstrom": [[0.705, -0.572, 0.553], [-1.638, -1.069, 0.263], [-0.994, 1.052, -0.217], [-0.802, -0.255, 0.216], [1.590, 0.143, -0.249], [0.964, -0.107, 1.552], [0.683, -1.686, 0.341], [1.385, -0.099, -1.137], [-0.088, 1.379, -0.532], [-1.805, 1.214, -0.792]], "forces_ev_per_a": [[-0.33, 0.61, 0.58], [-1.36, -1.55, 0.36], [1.38, 1.44, 0.57], [1.05, -0.19, -0.29], [-0.04, 0.11, 0.21], [-0.79, -1.53, -0.62], [0.32, 1.30, 0.97], [0.23, -0.28, -1.35], [-0.47, 0.57, -0.29], [0.00, -0.47, -0.13]], "mol_weight_g_mol": 75.071, "de_lowest_ev": 3.278, "lumo_energy_ha": 0.02201, "homo_energy_ev": -8.1}

***

Record 7
{"formula": "CH5N3O", "method": "ωB97M-V with the def2-TZVPD basis set", "elements": ["C", "N", "N", "N", "O", "H", "H", "H", "H", "H"], "positions_angstrom": [[-0.724, 0.785, 0.237], [0.243, -0.254, -0.275], [1.406, -0.410, 0.480], [0.196, -0.965, -1.322], [-1.135, -0.818, -2.079], [-1.444, 1.174, -0.440], [-1.411, 0.449, 1.093], [-0.120, 1.518, 0.692], [1.289, -0.141, 1.369], [1.699, -1.338, 0.246]], "forces_ev_per_a": [[-0.83, -1.87, 1.54], [-1.62, 0.37, -0.69], [0.38, -0.43, -4.57], [-6.05, 1.26, -2.23], [5.83, -0.28, 3.60], [0.19, 0.06, -1.33], [1.26, -0.47, -1.12], [0.80, 1.16, 0.15], [-0.58, 0.62, 3.97], [0.61, -0.42, 0.67]], "mol_weight_g_mol": 75.071, "de_lowest_ev": 5.170, "lumo_energy_ha": [0.01498, 0.01499], "smiles": "CN(N)N=O", "homo_energy_ev": [-8.9, -8.9]}

***

Record 8
{"formula": "CH5N3O", "method": "ωB97M-V with the def2-TZVPD basis set", "elements": ["C", "N", "N", "N", "O", "H", "H", "H", "H", "H"], "positions_angstrom": [[1.085, 0.091, 0.155], [-2.178, 0.786, -0.292], [-2.374, -0.205, 0.295], [-0.686, -1.484, 0.169], [0.163, -0.744, -0.677], [0.499, 1.011, 0.374], [1.876, 0.383, -0.688], [1.488, -0.680, 0.852], [-2.572, 1.647, 0.093], [-1.045, -2.109, -0.533]], "forces_ev_per_a": [[0.17, -0.87, -3.77], [1.34, -0.27, -0.54], [-0.68, -0.27, 0.67], [1.48, 1.41, -0.99], [-0.12, -0.10, 1.46], [0.80, -0.82, 0.90], [-1.38, -0.54, 2.16], [-0.20, 1.58, 0.22], [-0.76, 0.46, 0.17], [-0.65, -0.56, -0.28]], "mol_weight_g_mol": 75.071, "de_lowest_ev": 5.606, "lumo_energy_ha": [0.01495, 0.02487], "homo_energy_ev": [-8.2, -8.4]}

***

Record 9
{"formula": "CH5N3O2S", "method": "ωB97M-V with the def2-TZVPD basis set", "elements": ["C", "N", "N", "N", "O", "O", "S", "H", "H", "H", "H", "H"], "positions_angstrom": [[-2.028, 0.652, -0.902], [-0.713, -1.219, -1.078], [-0.879, -0.009, -0.787], [1.425, -0.039, 1.704], [2.165, -0.630, -0.610], [0.193, 0.861, -0.242], [1.855, 0.568, 0.172], [-2.970, 0.340, -1.230], [-2.208, 1.580, -0.351], [0.268, -1.587, -1.116], [0.854, -0.905, 2.053], [2.040, 0.388, 2.387]], "forces_ev_per_a": [[1.59, 2.10, 1.80], [1.09, -1.35, 0.07], [-0.74, -0.10, -0.30], [0.36, -0.01, 0.84], [1.04, 1.32, -0.20], [-0.06, 1.58, -0.32], [-4.09, -4.70, 0.67], [-0.44, -1.81, -1.04], [1.18, -0.23, -0.16], [-1.17, 1.30, 0.03], [1.58, 2.22, -1.68], [-0.34, -0.32, 0.29]], "mol_weight_g_mol": 123.137, "de_lowest_ev": 5.852, "lumo_energy_ha": [-0.00710, -0.00711], "homo_energy_ev": [-7.9, -7.9]}

***

Record 10
{"formula": "CH5N3O3", "method": "ωB97M-V with the def2-TZVPD basis set", "elements": ["N", "N", "N", "O", "H", "H", "H", "O", "C", "O", "H", "H"], "positions_angstrom": [[2.443, -0.235, 0.030], [1.255, -0.677, -0.265], [0.257, 0.050, -0.266], [0.425, 1.416, 0.051], [2.373, 0.732, 0.520], [3.176, -0.799, 0.454], [-0.487, 1.658, 0.139], [-2.082, 0.924, 0.017], [-1.742, -0.127, -0.461], [-1.947, -1.355, 0.141], [-1.520, -0.286, -1.551], [-2.150, -1.302, 1.190]], "forces_ev_per_a": [[1.00, 4.69, 1.87], [-1.50, -1.42, 0.06], [1.94, 0.44, 0.14], [2.44, -1.29, -0.04], [0.48, -1.92, -1.17], [-0.94, -0.66, -0.55], [-1.62, 0.55, 0.13], [-0.28, 0.72, 0.45], [-1.21, -1.99, -0.74], [-0.39, 0.50, 2.67], [-0.59, -0.08, 0.94], [0.68, 0.45, -3.75]], "mol_weight_g_mol": 107.069, "de_lowest_ev": 1.467, "lumo_energy_ha": 0.02809, "smiles": "N/N=N\\O.O=CO", "homo_energy_ev": -9.9}

***

Copy entry 7 word for word.
{"formula": "CH5N3O", "method": "ωB97M-V with the def2-TZVPD basis set", "elements": ["C", "N", "N", "N", "O", "H", "H", "H", "H", "H"], "positions_angstrom": [[-0.724, 0.785, 0.237], [0.243, -0.254, -0.275], [1.406, -0.410, 0.480], [0.196, -0.965, -1.322], [-1.135, -0.818, -2.079], [-1.444, 1.174, -0.440], [-1.411, 0.449, 1.093], [-0.120, 1.518, 0.692], [1.289, -0.141, 1.369], [1.699, -1.338, 0.246]], "forces_ev_per_a": [[-0.83, -1.87, 1.54], [-1.62, 0.37, -0.69], [0.38, -0.43, -4.57], [-6.05, 1.26, -2.23], [5.83, -0.28, 3.60], [0.19, 0.06, -1.33], [1.26, -0.47, -1.12], [0.80, 1.16, 0.15], [-0.58, 0.62, 3.97], [0.61, -0.42, 0.67]], "mol_weight_g_mol": 75.071, "de_lowest_ev": 5.170, "lumo_energy_ha": [0.01498, 0.01499], "smiles": "CN(N)N=O", "homo_energy_ev": [-8.9, -8.9]}